Formula: C14H17N4Na
Source: the OMol25 dataset
Level of theory: the ωB97M-V functional and the def2-TZVPD basis

Geometry as ORCA input:
```
! RIJCOSX wB97M-V def2-TZVPD def2/J DEFGRID3
* xyz 0 1
Na 0.000 -1.711 -1.072
C 1.028 -2.632 1.694
N 0.001 -1.733 1.163
C 0.267 -0.388 1.690
N 0.271 -0.363 3.145
C 1.293 -1.288 3.619
N 1.050 -2.649 3.149
C -0.266 -3.068 3.621
N -1.321 -2.177 3.148
C -1.294 -2.170 1.694
C -1.027 -0.827 3.619
H 2.013 -2.309 1.338
H 0.838 -3.653 1.345
H -0.503 0.300 1.328
H 1.242 -0.044 1.330
H 1.297 -1.289 4.712
H 2.270 -0.957 3.254
H -0.267 -3.073 4.714
H -0.467 -4.080 3.256
H -2.078 -1.494 1.335
H -1.510 -3.186 1.344
H -1.031 -0.826 4.712
H -1.802 -0.148 3.253
C -0.003 0.008 -2.345
C 0.000 1.039 -2.987
C 0.003 2.210 -3.788
C -0.948 3.215 -3.596
C -0.947 4.333 -4.405
C 0.000 4.464 -5.411
C 0.948 3.471 -5.608
C 0.953 2.350 -4.804
H -1.685 3.098 -2.810
H -1.690 5.105 -4.253
H -0.003 5.340 -6.041
H 1.685 3.569 -6.395
H 1.683 1.564 -4.947
*
```

Computed properties:
- Kohn-Sham gap: 6.84 eV
- LUMO: -0.313 eV

=====

Formula: C14H17NO
Source: the OMol25 dataset
Level of theory: the ωB97M-V functional and the def2-TZVPD basis

Geometry as ORCA input:
```
! RIJCOSX wB97M-V def2-TZVPD def2/J DEFGRID3
* xyz 0 1
C -2.238 1.745 5.220
N -3.033 1.632 3.936
C -2.112 1.505 2.849
C -2.638 1.797 1.434
C -1.500 1.420 0.518
O -1.174 0.076 0.824
C -0.222 -0.435 -0.080
C 0.139 -1.830 0.223
C 1.090 -2.441 -0.595
C 1.662 -1.641 -1.653
C 2.552 -2.302 -2.557
C 3.157 -1.611 -3.588
C 2.998 -0.220 -3.707
C 1.981 0.387 -2.949
C 1.358 -0.288 -1.967
C 0.329 0.285 -1.163
H -1.819 0.808 5.489
H -1.501 2.592 5.258
H -2.941 1.948 6.049
H -3.698 2.485 3.703
H -1.129 2.111 3.062
H -1.744 0.464 2.885
H -3.033 2.857 1.368
H -3.421 0.967 1.357
H -1.726 1.655 -0.642
H -0.472 1.936 0.553
H -0.331 -2.249 1.030
H 1.503 -3.418 -0.440
H 2.760 -3.365 -2.468
H 3.587 -2.215 -4.531
H 3.471 0.408 -4.409
H 1.725 1.439 -3.008
H 0.059 1.318 -1.323
*
```

Computed properties:
- Kohn-Sham gap: 8.66 eV
- LUMO: 0.573 eV

=====

Formula: C14H17NO4S
Source: the OMol25 dataset
Level of theory: the ωB97M-V functional and the def2-TZVPD basis

Geometry as ORCA input:
```
! RIJCOSX wB97M-V def2-TZVPD def2/J DEFGRID3
* xyz 0 1
C 2.312 -0.843 1.341
C 1.710 -0.029 0.154
C 2.696 -0.142 -1.040
C 0.316 -0.605 -0.209
O 0.250 -1.732 -0.670
N -0.887 -0.011 0.098
C -2.165 -0.816 0.096
C -2.777 -0.856 -1.302
S -3.776 -2.318 -1.547
C -2.769 -3.769 -1.203
O -4.904 -2.219 -0.602
O -4.310 -2.395 -2.894
C -0.789 1.290 0.553
O -1.798 1.838 0.917
C 0.461 2.057 0.770
C 0.416 3.427 1.172
C 1.623 4.125 1.421
C 2.836 3.467 1.224
C 2.852 2.150 0.805
C 1.682 1.403 0.605
H 1.613 -0.861 2.181
H 3.272 -0.379 1.659
H 2.539 -1.887 1.062
H 2.445 0.686 -1.702
H 3.714 0.008 -0.711
H 2.635 -1.136 -1.511
H -2.864 -0.384 0.795
H -1.921 -1.832 0.414
H -3.368 0.054 -1.520
H -1.986 -0.920 -2.017
H -1.756 -3.638 -1.478
H -2.849 -3.978 -0.156
H -3.165 -4.625 -1.742
H -0.503 3.961 1.305
H 1.678 5.179 1.625
H 3.720 4.058 1.387
H 3.819 1.671 0.720
*
```

Computed properties:
- Kohn-Sham gap: 9.89 eV
- LUMO: 0.085 eV

=====

Formula: C14H18AlN2O6P2Se4
Source: the OMol25 dataset
Level of theory: the ωB97M-V functional and the def2-TZVPD basis

Geometry as ORCA input:
```
! RIJCOSX wB97M-V def2-TZVPD def2/J DEFGRID3
* xyz -1 1
Al -1.002 -0.357 -0.609
N -2.693 -0.350 3.057
C -1.590 0.621 2.748
C -1.283 1.408 4.019
P -0.172 -0.516 2.353
O 1.102 0.427 2.327
O -0.126 -1.470 3.479
O -0.450 -1.089 0.962
P -2.103 1.780 1.390
O -3.700 1.672 1.401
O -1.620 3.127 1.713
O -1.662 1.139 0.074
H -2.307 -1.059 3.692
H -3.044 -0.882 2.169
H -3.489 0.126 3.480
H -0.908 0.740 4.796
H -2.179 1.922 4.375
H -0.537 2.167 3.804
H 1.281 0.897 1.491
H -4.031 1.091 0.689
Se -2.367 -0.786 -2.537
Se -4.322 0.203 -1.762
Se -5.364 -1.551 -0.572
Se -3.590 -2.307 0.714
C 1.595 -3.273 -4.142
C 2.098 -1.993 -4.350
C 1.825 -0.974 -3.456
C 1.052 -1.210 -2.313
C 0.571 -2.502 -2.102
C 0.826 -3.516 -3.015
N 0.688 -0.183 -1.436
C 1.655 0.728 -1.019
C 1.277 2.011 -0.586
C 2.211 2.899 -0.069
C 3.553 2.557 0.005
C 3.943 1.302 -0.446
C 3.019 0.400 -0.942
H 1.799 -4.066 -4.850
H 2.693 -1.781 -5.229
H 2.193 0.027 -3.645
H 0.006 -2.733 -1.202
H 0.425 -4.504 -2.830
H 0.244 2.313 -0.665
H 1.872 3.869 0.273
H 4.280 3.250 0.408
H 4.984 1.009 -0.387
H 3.345 -0.584 -1.253
*
```

Computed properties:
- Kohn-Sham gap: 7.01 eV
- LUMO: 2.576 eV

=====

Formula: C14H18AsBiIN2S4
Source: the OMol25 dataset
Level of theory: the ωB97M-V functional and the def2-TZVPD basis

Geometry as ORCA input:
```
! RIJCOSX wB97M-V def2-TZVPD def2/J DEFGRID3
* xyz -1 1
Bi -0.213 -2.071 0.054
N 2.995 -1.688 -0.250
C 3.568 -0.780 -1.240
C 3.882 0.584 -0.614
C 2.792 1.657 -0.675
C 1.470 1.332 0.017
N 0.577 0.477 -0.767
H 3.689 -1.917 0.453
H 2.709 -2.565 -0.688
H 2.850 -0.686 -2.059
H 4.484 -1.179 -1.698
H 4.779 0.998 -1.084
H 4.136 0.410 0.437
H 2.582 1.917 -1.718
H 3.198 2.560 -0.208
H 0.949 2.270 0.228
H 1.678 0.859 0.983
H 0.965 0.182 -1.654
H -0.321 0.905 -0.950
I -1.036 -1.584 3.435
C -1.624 0.262 2.634
C -1.624 1.326 3.496
C -2.217 2.542 3.108
C -2.866 2.625 1.910
C -2.894 1.531 1.016
C -3.658 1.586 -0.178
C -3.704 0.513 -1.016
C -2.888 -0.613 -0.770
C -2.094 -0.707 0.343
C -2.178 0.335 1.321
H -1.207 1.221 4.488
H -2.198 3.383 3.789
H -3.391 3.531 1.631
H -4.221 2.488 -0.392
H -4.318 0.541 -1.908
H -2.842 -1.396 -1.519
S -1.175 -5.389 -3.690
As -0.315 -4.370 -2.100
S -0.332 -2.110 -2.453
S -1.644 -4.217 -0.282
S 1.654 -4.766 -1.429
*
```

Computed properties:
- Kohn-Sham gap: 6.66 eV
- LUMO: 2.158 eV

=====

Formula: C14H18BCaN7O2
Source: the OMol25 dataset
Level of theory: the ωB97M-V functional and the def2-TZVPD basis

Geometry as ORCA input:
```
! RIJCOSX wB97M-V def2-TZVPD def2/J DEFGRID3
* xyz 2 1
C -1.586 1.026 -3.022
N -0.684 1.214 -2.032
N 0.526 1.525 -2.638
C 0.378 1.500 -3.980
C -0.952 1.190 -4.271
B 1.825 1.712 -1.800
N 1.639 2.596 -0.514
N 0.644 2.328 0.426
C 0.884 3.138 1.476
C 2.038 3.915 1.231
C 2.481 3.532 -0.032
Ca -1.126 0.426 0.113
N 2.137 0.304 -1.188
N 1.197 -0.272 -0.333
C 1.775 -1.386 0.159
C 3.061 -1.551 -0.396
C 3.241 -0.462 -1.256
H 1.270 -2.016 0.886
H 4.055 -0.180 -1.916
H 3.762 -2.339 -0.196
H 2.723 2.128 -2.465
H 3.326 3.841 -0.634
H 1.229 1.689 -4.618
H 2.502 4.634 1.881
H -1.390 1.087 -5.244
H 0.264 3.129 2.366
H -2.625 0.782 -2.811
H 0.051 -0.281 3.768
C -0.431 -0.109 4.735
H 0.235 0.511 5.340
H -1.380 0.425 4.604
H -0.595 -1.079 5.217
O -3.185 -0.594 -0.353
C -2.862 -1.673 0.221
C -3.686 -2.964 0.236
C -2.795 -3.940 0.994
C -1.488 -3.162 1.221
O -0.419 -3.632 1.590
N -1.690 -1.818 0.886
H -4.641 -2.811 0.755
H -3.888 -3.285 -0.795
H -3.241 -4.224 1.961
H -2.579 -4.855 0.430
*
```

Computed properties:
- Kohn-Sham gap (alpha / beta): 2.93 / 3.33 eV
- LUMO (alpha / beta): -11.513 / -11.112 eV

=====

Formula: C14H18BN7NiO2
Source: the OMol25 dataset
Level of theory: the ωB97M-V functional and the def2-TZVPD basis

Geometry as ORCA input:
```
! RIJCOSX wB97M-V def2-TZVPD def2/J DEFGRID3
* xyz 0 3
H 1.884 -1.329 2.640
N 0.346 -1.522 1.204
B -1.202 -2.631 -0.643
N -0.190 -2.630 0.542
C 0.199 -3.749 1.193
Ni -0.155 0.309 1.460
H -0.181 -4.706 0.914
C 1.129 -3.399 2.177
H 1.649 -4.063 2.825
C 1.237 -2.004 2.116
H -1.839 -3.651 -0.698
C 1.193 3.203 -3.196
H 0.787 4.213 -3.097
H 1.209 2.728 -2.209
H 0.547 2.644 -3.881
N -0.525 -2.531 -2.123
N -2.075 -1.419 -0.200
N 0.339 -1.488 -2.314
N -1.636 -0.257 0.442
C -0.599 -3.235 -3.298
C -3.426 -1.404 -0.230
H -1.188 -4.145 -3.374
H -3.986 -2.244 -0.580
C 0.179 -2.565 -4.272
C -3.878 -0.162 0.226
C 0.732 -1.463 -3.586
C -2.727 0.546 0.596
H 0.331 -2.802 -5.308
H -4.884 0.174 0.271
H 1.377 -0.674 -3.939
H -2.612 1.547 0.950
H 2.178 3.264 -3.593
O 2.010 2.472 0.181
C 1.661 2.647 1.341
C 2.217 3.719 2.295
C 1.315 3.687 3.511
C 0.336 2.534 3.251
O -0.609 2.211 3.952
N 0.680 1.909 2.032
H 3.247 3.444 2.575
H 2.226 4.700 1.802
H 1.905 3.476 4.411
H 0.797 4.647 3.637
*
```

Computed properties:
- <S²>: 2.01
- Kohn-Sham gap (alpha / beta): 8.88 / 6.85 eV
- LUMO (alpha / beta): 0.416 / -1.611 eV

=====

Formula: C14H18ClEuV
Source: the OMol25 dataset
Level of theory: the ωB97M-V functional and the def2-TZVPD basis

Geometry as ORCA input:
```
! RIJCOSX wB97M-V def2-TZVPD def2/J DEFGRID3
* xyz -2 10
V -0.351 -0.484 -0.185
Cl -0.066 1.194 -1.715
C -2.110 -1.603 -0.064
H -2.029 -2.443 0.649
H -2.322 -1.979 -1.082
H -2.897 -0.903 0.272
Eu 0.217 -0.178 -4.037
C -2.012 0.399 -4.887
C 2.314 1.057 -4.229
C 0.705 -2.206 -5.084
H 2.981 0.625 -3.454
H 2.736 0.949 -5.246
H 2.050 2.104 -3.989
H -2.732 -0.295 -4.409
H -2.166 1.444 -4.556
H -2.010 0.304 -5.990
H -0.081 -2.785 -5.636
H 1.755 -2.523 -5.322
C 2.042 -0.706 4.798
C 2.208 -1.272 3.511
C 1.395 -0.872 2.454
C 0.388 0.092 2.669
C -0.469 0.551 1.637
C -1.425 1.519 1.814
C -1.578 2.108 3.114
C -0.768 1.686 4.153
C 0.225 0.685 3.972
C 1.079 0.271 5.025
H 2.684 -1.039 5.616
H 2.984 -2.021 3.354
H 1.550 -1.286 1.441
H -2.058 1.850 0.994
H -2.326 2.888 3.263
H -0.875 2.131 5.149
H 0.963 0.737 6.000
*
```

Computed properties:
- <S²>: 24.82
- Kohn-Sham gap (alpha / beta): 3.18 / 3.41 eV
- LUMO (alpha / beta): 4.474 / 4.469 eV